Record 1
DFT (ωB97M-V/def2-TZVPD) results for an isolated ion of composition C5H14N2 and charge -1.

The geometry in XYZ format:
```
21
Properties=species:S:1:pos:R:3:lowdin_charge:R:1
C 2.2532 -1.0756 -0.0359 -0.412
N 0.9987 -0.4738 0.2688 -0.109
C 1.1695 1.7062 -0.9407 -0.172
C 0.3683 0.4182 -0.6860 -0.447
C -1.0136 0.7417 -0.1767 -0.289
N -1.8574 -0.4387 -0.0284 -0.113
C -2.1253 -0.8160 1.4041 -0.232
H 2.2073 -1.7197 -0.9293 0.048
H 2.5873 -1.7469 0.7511 0.010
H 3.0549 -0.3802 -0.2760 0.017
H 0.7816 -0.2885 1.2317 0.052
H 1.4337 2.1132 0.0386 0.045
H 2.0150 1.6031 -1.6163 0.040
H 0.4945 2.4417 -1.4026 0.051
H 0.2926 -0.1534 -1.6224 0.134
H -0.8819 1.2460 0.7778 0.088
H -1.4837 1.4626 -0.8414 0.093
H -1.2987 -1.2322 -0.3269 0.070
H -2.0958 0.0329 2.0849 0.044
H -3.1403 -1.2336 1.4387 0.045
H -1.4431 -1.6005 1.7315 0.036
```

Output
**E_LUMO (spin up / spin down)**: 4.03 / 4.24 eV
**Total charge**: -1
**Total energy**: -308.3253 a.u.
**Multiplicity**: 2

=====

Record 2
DFT (ωB97M-V/def2-TZVPD) results for a 2-piece molecular cluster, Br2HOPS overall.

The geometry in XYZ format:
```
6
Properties=species:S:1:pos:R:3:lowdin_charge:R:1
O 1.0793 0.2915 -0.5689 -0.378
P -0.0547 -0.0577 0.5181 -0.152
S -0.7766 1.5044 1.4717 0.239
Br 0.8668 -1.6269 1.7055 0.412
Br -1.6550 -0.9109 -1.9577 -0.117
H 0.5403 0.7995 -1.1687 -0.003
```

Output
**E_LUMO (spin up / spin down)**: -3.36 / -3.21 eV
**Total energy**: -5963.4183 a.u.